(1)
ORCA calculation (the ωB97M-V functional and the def2-TZVPD basis) on a structure of composition C19H26ClN3OZr in a non-equilibrium geometry.

Last column: natural (NBO) charge in e.
Atoms and positions in Å:
1 C 0.23 0.82 -5.23  0.69
2 C 1.61 1.33 -5.22  -0.78
3 C -0.01 -0.59 -5.53  -0.78
4 C -0.90 1.77 -5.22  -0.78
5 Cl 0.33 0.80 -2.37  -0.49
6 H -0.03 -0.80 -6.61  0.33
7 H -0.98 -0.91 -5.13  0.27
8 H 0.78 -1.22 -5.10  0.27
9 H 1.98 1.59 -6.23  0.33
10 H 2.30 0.58 -4.81  0.27
11 H 1.69 2.25 -4.61  0.26
12 H -1.15 2.14 -6.22  0.33
13 H -0.67 2.65 -4.60  0.27
14 H -1.80 1.28 -4.82  0.27
15 C 1.64 -0.97 1.57  -0.29
16 C 0.83 -1.98 0.95  -0.30
17 C 1.11 -1.97 -0.46  -0.38
18 H 0.23 -2.71 1.49  0.27
19 C 2.14 -0.99 -0.69  -0.29
20 C 2.43 -0.35 0.56  -0.34
21 H 3.23 0.37 0.73  0.26
22 H 1.76 -0.85 2.65  0.28
23 H 0.73 -2.67 -1.19  0.27
24 H 2.67 -0.83 -1.62  0.26
25 C -2.02 0.83 0.94  -0.34
26 C -1.84 -0.54 1.32  -0.34
27 C -1.94 -1.34 0.13  -0.27
28 H -1.80 -0.92 2.34  0.28
29 C -2.17 -0.46 -0.98  -0.30
30 C -2.21 0.88 -0.47  -0.33
31 H -2.46 1.78 -1.05  0.26
32 H -2.15 1.68 1.62  0.27
33 H -1.96 -2.42 0.09  0.27
34 H -2.37 -0.78 -1.99  0.26
35 Zr 0.09 0.15 0.03  1.76
36 C 0.91 2.85 4.49  -0.40
37 N 1.14 3.03 3.05  -0.38
38 C 1.79 4.13 2.56  0.16
39 C 2.00 4.24 1.21  -0.37
40 C 1.55 3.21 0.35  0.50
41 N 0.86 2.14 0.86  -0.69
42 C 0.72 2.04 2.23  0.78
43 O 0.18 1.00 2.71  -0.63
44 N 1.77 3.21 -0.96  -0.75
45 H 1.28 3.73 4.99  0.22
46 H 1.44 1.96 4.85  0.24
47 H -0.16 2.72 4.69  0.24
48 H 2.09 4.84 3.32  0.25
49 H 2.52 5.09 0.77  0.26
50 H 2.26 3.99 -1.39  0.42
51 H 1.33 2.50 -1.57  0.43

Results
**Orbital gap**: 6.540 eV
**Highest occupied orbital energy**: -14.36 eV
**Total charge**: +2

(2)
ORCA calculation (the ωB97M-V functional and the def2-TZVPD basis) on a structure of composition C19H26ClNO2OsP.

Last column: natural (NBO) charge in e.
Atoms and positions in Å:
1 Os 0.35 -0.68 0.35  1.11
2 Cl 6.71 -1.71 3.08  0.15
3 C 5.28 -1.63 2.15  -0.07
4 C 5.36 -1.69 0.75  -0.08
5 C 4.23 -1.62 -0.04  -0.20
6 C 2.98 -1.49 0.55  0.32
7 O 1.89 -1.55 -0.26  -0.55
8 C 2.87 -1.41 1.98  -0.27
9 C 1.67 -1.31 2.70  0.41
10 O 0.48 -1.17 2.22  -0.54
11 C 4.06 -1.50 2.76  -0.11
12 H 6.33 -1.79 0.29  0.27
13 H 4.30 -1.69 -1.12  0.26
14 H 1.70 -1.37 3.79  0.24
15 H 3.99 -1.45 3.84  0.26
16 C -3.39 3.62 -1.70  -0.42
17 N -3.23 2.23 -1.14  -0.33
18 C -3.33 2.26 0.36  -0.42
19 C -2.02 1.47 -1.64  -0.24
20 C -0.71 1.96 -1.08  0.02
21 C -0.20 3.19 -1.50  -0.21
22 C 0.97 3.73 -0.97  -0.12
23 C 1.67 3.04 0.02  -0.16
24 C 1.21 1.80 0.41  -0.23
25 C 0.05 1.23 -0.14  -0.32
26 H -4.40 3.96 -1.47  0.26
27 H -3.25 3.59 -2.77  0.24
28 H -2.67 4.28 -1.23  0.24
29 H -4.04 1.70 -1.48  0.44
30 H -2.50 2.84 0.75  0.24
31 H -3.30 1.24 0.74  0.22
32 H -4.27 2.72 0.64  0.26
33 H -2.05 1.55 -2.73  0.25
34 H -2.19 0.43 -1.36  0.21
35 H -0.71 3.74 -2.28  0.24
36 H 1.33 4.68 -1.32  0.27
37 H 2.56 3.46 0.45  0.26
38 H 1.79 1.26 1.17  0.23
39 C -2.75 -2.13 0.47  -0.97
40 P -1.10 -2.38 -0.21  1.27
41 C -0.46 -3.92 0.47  -0.97
42 C -1.21 -2.58 -1.99  -0.98
43 H -3.36 -3.01 0.22  0.30
44 H -3.23 -1.25 0.05  0.24
45 H -2.70 -2.04 1.56  0.28
46 H -1.13 -4.73 0.18  0.29
47 H -0.42 -3.87 1.55  0.27
48 H 0.53 -4.12 0.07  0.28
49 H -1.86 -3.43 -2.21  0.29
50 H -0.22 -2.79 -2.40  0.29
51 H -1.62 -1.69 -2.48  0.26

Results
**Orbital gap**: 6.296 eV
**Highest occupied orbital energy**: -17.32 eV
**Total charge**: +3

(3)
ORCA calculation (the ωB97M-V functional and the def2-TZVPD basis) on a structure of composition C19H26I2N2O4PPdS4Sb in a non-equilibrium geometry.

Last column: natural (NBO) charge in e.
Atoms and positions in Å:
1 Pd 0.30 -1.34 -0.26  0.96
2 I -5.48 0.32 -4.43  0.13
3 C -3.64 0.37 -3.45  -0.20
4 C -2.46 0.32 -4.18  -0.26
5 C -1.24 0.30 -3.52  -0.20
6 I 0.52 0.15 -4.61  0.17
7 C -1.16 0.32 -2.12  0.28
8 O -0.01 0.29 -1.49  -0.78
9 C -2.38 0.37 -1.41  -0.06
10 C -2.29 0.29 0.08  -0.26
11 N -1.75 -1.04 0.51  -0.62
12 C -2.58 -2.17 0.05  -0.27
13 C -2.18 -2.63 -1.33  0.23
14 C -3.10 -3.10 -2.26  -0.24
15 C -2.65 -3.55 -3.48  -0.13
16 C -1.29 -3.54 -3.75  -0.25
17 C -0.43 -3.05 -2.78  0.07
18 N -0.88 -2.61 -1.61  -0.45
19 C -3.60 0.39 -2.06  -0.25
20 H -2.49 0.29 -5.26  0.24
21 H -3.28 0.43 0.52  0.19
22 H -1.61 1.04 0.47  0.25
23 H -1.72 -1.04 1.52  0.40
24 H -3.64 -1.92 0.07  0.21
25 H -2.41 -3.00 0.74  0.25
26 H -4.16 -3.08 -2.02  0.23
27 H -3.35 -3.90 -4.23  0.23
28 H -0.89 -3.88 -4.70  0.24
29 H 0.64 -2.98 -2.93  0.25
30 H -4.52 0.42 -1.49  0.22
31 S 3.98 -2.21 2.12  -0.79
32 Sb 3.83 -3.04 0.04  0.92
33 S 2.34 -1.60 -1.24  -0.54
34 S 0.48 -3.06 1.28  -0.06
35 S 1.68 -4.50 0.69  -0.18
36 C 1.93 4.99 2.24  -0.64
37 C 1.00 3.95 2.85  -0.07
38 O 1.47 2.62 2.62  -0.84
39 P 0.90 1.85 1.29  1.62
40 O 2.11 1.88 0.25  -0.83
41 C 3.44 1.35 0.47  -0.08
42 C 4.37 2.40 1.04  -0.63
43 O 1.09 0.31 1.85  -0.85
44 C 0.45 -0.03 3.10  -0.06
45 C 1.46 -0.08 4.22  -0.64
46 H 1.56 5.99 2.46  0.21
47 H 1.99 4.86 1.16  0.22
48 H 2.93 4.89 2.65  0.21
49 H -0.01 4.06 2.44  0.17
50 H 0.94 4.07 3.93  0.18
51 H 3.78 1.02 -0.51  0.19
52 H 3.38 0.47 1.12  0.21
53 H 4.35 3.30 0.43  0.21
54 H 5.39 2.01 1.05  0.22
55 H 4.09 2.66 2.06  0.21
56 H 0.00 -1.01 2.98  0.17
57 H -0.35 0.69 3.32  0.17
58 H 2.24 -0.79 3.97  0.24
59 H 0.97 -0.39 5.15  0.21
60 H 1.91 0.90 4.38  0.23

Results
**Orbital gap (spin up / spin down)**: 4.656 / 4.671 eV
**Highest occupied orbital energy (spin up / spin down)**: -7.59 / -7.60 eV

(4)
ORCA calculation (the ωB97M-V functional and the def2-TZVPD basis) on the molecule C19H26N2OS in a non-equilibrium geometry.

Last column: natural (NBO) charge in e.
Atoms and positions in Å:
1 O 0.81 -4.73 -1.58  -0.63
2 S 2.41 -2.81 -0.76  0.34
3 C 0.90 -3.70 -0.85  0.49
4 C 1.48 1.96 3.73  -0.39
5 C 1.91 1.55 2.50  0.02
6 C 0.08 -0.18 2.15  -0.13
7 C 2.20 -0.54 0.98  -0.20
8 C -0.49 -1.28 1.53  -0.28
9 C 1.65 -1.66 0.37  -0.23
10 C 1.41 0.26 1.89  -0.09
11 C 0.29 -2.05 0.66  0.24
12 N -0.10 -3.20 -0.05  -0.45
13 N -2.18 -1.43 -1.37  -0.48
14 C 3.53 3.68 -0.36  -0.60
15 C 3.00 2.34 1.77  -0.43
16 C -1.52 -3.60 -0.27  -0.21
17 C -2.21 -2.89 -1.48  -0.22
18 C -1.19 -0.76 -2.26  -0.21
19 C -3.45 -0.78 -1.20  -0.21
20 C 2.45 3.02 0.51  -0.39
21 C -0.91 0.67 -1.77  -0.40
22 C -3.15 0.57 -0.54  -0.39
23 C -2.26 1.41 -1.48  -0.39
24 H 0.76 1.46 4.34  0.20
25 H 1.92 2.83 4.19  0.20
26 H -0.54 0.45 2.75  0.21
27 H 3.19 -0.28 0.70  0.22
28 H -1.54 -1.43 1.66  0.23
29 H 3.10 4.23 -1.17  0.21
30 H 4.10 4.37 0.24  0.20
31 H 4.22 2.94 -0.74  0.20
32 H 3.88 1.74 1.51  0.21
33 H 3.38 3.11 2.42  0.21
34 H -1.58 -4.68 -0.34  0.23
35 H -2.12 -3.35 0.62  0.20
36 H -1.72 -3.21 -2.40  0.20
37 H -3.26 -3.20 -1.56  0.20
38 H -0.29 -1.32 -2.27  0.20
39 H -1.51 -0.83 -3.32  0.16
40 H -3.97 -0.68 -2.17  0.16
41 H -4.08 -1.31 -0.48  0.20
42 H 1.66 3.74 0.77  0.20
43 H 2.00 2.25 -0.12  0.20
44 H -0.40 0.58 -0.85  0.20
45 H -0.31 1.23 -2.46  0.21
46 H -4.08 1.12 -0.41  0.20
47 H -2.66 0.42 0.44  0.20
48 H -2.81 1.61 -2.41  0.19
49 H -2.02 2.35 -1.01  0.21

Results
**Structure (SMILES)**: C=C(CCC)c1ccc2c(c1)sc(=O)n2CCN1CCCCC1
**Orbital gap**: 8.530 eV
**Highest occupied orbital energy**: -7.89 eV